Entry one
A single C5H10OS molecule. Source: the OMol25 dataset; level of theory: the ωB97M-V functional and the def2-TZVPD basis.

Summary:
LUMO level = 0.8 eV
SMILES = CSCCCC=O
HOMO-LUMO gap = 9.42 eV
HOMO energy = -8.595 eV

The geometry in ORCA input format:
```
! wB97M-V def2-TZVPD RIJCOSX def2/J DEFGRID3
* xyz 0 1
C -2.09620 0.34680 1.76383
S -1.63235 1.38134 0.27623
C 0.16260 1.21517 0.13997
C 0.72937 -0.11754 0.18857
C 0.49726 -1.11379 -0.98972
C 1.43725 -0.79309 -2.07862
O 1.67644 0.27466 -2.58558
H -2.16349 -0.64621 1.32764
H -1.28946 0.42356 2.46561
H -3.02934 0.67719 2.21310
H 0.75924 1.99112 0.68327
H 0.35569 1.92936 -0.70256
H 0.42852 -0.56400 1.15416
H 1.83698 -0.07994 0.22488
H 0.73179 -2.15755 -0.61561
H -0.58552 -1.17958 -1.05777
H 2.18121 -1.58751 -2.40740
*
```

Entry two
A single C5H10OS molecule. Source: the OMol25 dataset; level of theory: the ωB97M-V functional and the def2-TZVPD basis.

Summary:
LUMO level = -0.5 eV
SMILES = C=S(=O)=CC(C)C
HOMO-LUMO gap = 7.54 eV
HOMO energy = -8.065 eV

The geometry in ORCA input format:
```
! wB97M-V def2-TZVPD RIJCOSX def2/J DEFGRID3
* xyz 0 1
C -3.21276 0.74451 -0.26956
S -1.77884 0.02573 -0.15234
O -1.83045 -1.27781 0.52836
C -0.32175 0.81087 0.16797
C 0.76333 -0.16990 0.35093
C 1.13113 -0.91139 -1.01494
C 2.05551 0.35130 1.09801
H -3.97018 0.00329 -0.32378
H -3.46483 1.61686 -0.86930
H -0.04095 1.68346 -0.42093
H 0.46462 -1.02282 0.99878
H 1.73469 -0.23240 -1.59432
H 0.27083 -0.89823 -1.61810
H 1.35173 -1.97823 -0.71400
H 2.78692 0.65355 0.33964
H 2.44787 -0.41385 1.63589
H 1.61313 1.01509 1.85769
*
```

Entry three
A single C5H10OS molecule. Source: the OMol25 dataset; level of theory: the ωB97M-V functional and the def2-TZVPD basis.

Summary:
LUMO level = 0.5 eV
HOMO-LUMO gap = 8.77 eV
HOMO energy = -8.292 eV

The geometry in ORCA input format:
```
! wB97M-V def2-TZVPD RIJCOSX def2/J DEFGRID3
* xyz 0 1
C -0.44573 -0.96628 0.84714
C 1.67952 -1.36240 0.81940
C -0.33406 0.17808 -0.21610
C -1.09296 0.02405 -1.51361
C -0.46409 1.50189 0.54043
O 2.39113 0.95867 -0.33971
S 1.50335 -0.14098 -0.70482
H -1.06310 -1.79100 0.48181
H -0.73057 -0.56748 1.81107
H 2.22501 -0.90032 1.61567
H 1.75650 -2.40788 0.42055
H -1.06900 -0.95580 -1.94387
H -0.70789 0.60870 -2.40884
H -2.15185 0.34471 -1.38029
H -0.55570 1.21673 1.50174
H -1.33041 2.01179 0.03833
H 0.38985 2.24751 0.43111
*
```

How do the energies compare? Relative to the most stable structure, in hartree: entry one 0.0000; entry two 0.1267; entry three 0.0918.

Entry one
A single C6H9NS molecule. Source: the OMol25 dataset; level of theory: the ωB97M-V functional and the def2-TZVPD basis.

Summary:
LUMO level = -0.7 eV
SMILES = C=C1CN[C@@H](C)C1=S
HOMO-LUMO gap = 7.96 eV
HOMO energy = -8.622 eV

The geometry in ORCA input format:
```
! wB97M-V def2-TZVPD RIJCOSX def2/J DEFGRID3
* xyz 0 1
C 0.94169 0.04591 -2.32203
C 0.38084 0.45014 -1.18105
C -0.27153 1.77527 -0.89649
N -1.14680 1.46526 0.22803
C -0.44314 0.49326 1.07450
C -1.38305 -0.27503 1.99479
C 0.30779 -0.35752 0.04778
S 0.92542 -1.83367 0.31565
H 0.95101 0.67045 -3.19930
H 1.38069 -0.94759 -2.40324
H -0.84480 2.16229 -1.77315
H 0.48110 2.56195 -0.65042
H -1.42243 2.28533 0.73936
H 0.31066 0.96982 1.64833
H -2.12539 -0.80441 1.41507
H -0.82691 -1.01788 2.57244
H -1.87866 0.40965 2.69919
*
```

Entry two
A molecular structure, C6H9NS. Source: the OMol25 dataset; level of theory: the ωB97M-V functional and the def2-TZVPD basis.

Summary:
LUMO level = 0.0 eV
HOMO-LUMO gap = 8.21 eV
HOMO energy = -8.217 eV

The geometry in ORCA input format:
```
! wB97M-V def2-TZVPD RIJCOSX def2/J DEFGRID3
* xyz 0 1
C 2.49948 -0.74283 -0.38212
C 1.22557 -0.33692 0.40828
C -0.20295 -1.01317 0.20409
C -1.73799 1.05949 -0.06668
C -2.88752 0.37360 -0.07643
C 0.59467 0.85539 0.11734
H 3.60385 -0.49964 0.32510
H 2.37475 -0.04094 -1.50645
H 2.27104 -1.98874 -0.51564
H 1.31005 -0.33930 1.54270
H -0.46785 -1.57900 -0.69397
H -0.43391 -1.21691 1.23393
H -1.70354 2.12819 -0.50064
H -3.67936 1.20318 -0.37905
H -3.29523 -0.64636 -0.02951
N -0.70333 0.39656 0.23079
S 1.23227 2.38739 0.08825
*
```

How do the energies compare? Relative to the most stable structure, in hartree: entry one 0.0000; entry two 0.1689.

Entry one
A single C6H9NS molecule. Source: the OMol25 dataset; level of theory: the ωB97M-V functional and the def2-TZVPD basis.

Summary:
LUMO level = 1.0 eV
SMILES = C=CSC(=C)[C@H]1CN1
HOMO-LUMO gap = 9.17 eV
HOMO energy = -8.188 eV

The geometry in ORCA input format:
```
! wB97M-V def2-TZVPD RIJCOSX def2/J DEFGRID3
* xyz 0 1
C 3.21745 -0.48809 0.79601
C 2.02869 0.04262 0.54318
S 0.67331 0.15457 1.65161
C -0.71506 -0.17801 0.63775
C -1.87279 -0.36405 1.31961
C -0.54995 -0.21659 -0.82866
C -1.74250 0.35802 -1.57386
N -0.43299 1.03157 -1.54585
H 3.97847 -0.55693 0.06153
H 3.53366 -0.87424 1.77508
H 1.78768 0.40696 -0.46162
H -1.88695 -0.35341 2.39975
H -2.87396 -0.43193 0.82332
H -0.04345 -1.09426 -1.24675
H -2.48741 0.72066 -0.93666
H -2.10105 -0.00296 -2.50516
H -0.51314 1.84606 -0.90928
*
```

Entry two
A molecular structure, C6H9NS. Source: the OMol25 dataset; level of theory: the ωB97M-V functional and the def2-TZVPD basis.

Summary:
LUMO level = 0.5 eV
HOMO-LUMO gap = 9.65 eV
HOMO energy = -9.124 eV

The geometry in ORCA input format:
```
! wB97M-V def2-TZVPD RIJCOSX def2/J DEFGRID3
* xyz 0 1
C 0.70350 -0.50276 -2.15235
C 0.13852 -1.04509 -0.79179
C 0.07218 -0.32850 0.54202
C 0.73161 1.01940 0.79478
C -1.23540 -0.45157 1.22133
C -2.25797 -0.34618 1.89785
H 1.80643 -0.25630 -2.17020
H 0.02705 -1.21359 -3.35177
H -0.02688 0.60856 -2.07040
H -0.62700 -1.65028 -0.93429
H 1.74274 -1.03917 0.24409
H 1.76969 1.16033 0.38738
H 1.04197 0.85264 1.92846
H -1.23942 1.97519 1.06725
H -3.26799 0.35972 2.54995
N 0.90215 -1.49339 0.49359
S -0.28118 2.35101 0.34409
*
```

How do the energies compare? Relative to the most stable structure, in hartree: entry one 0.0000; entry two 0.2029.

Entry one
A gas-phase ion, C5H12NOS (charge -1). Source: the OMol25 dataset; level of theory: the ωB97M-V functional and the def2-TZVPD basis.

Summary:
LUMO level = 2.6 eV
SMILES = [O-]CCNCCCS
HOMO-LUMO gap = 4.90 eV
HOMO energy = -2.267 eV

The geometry in ORCA input format:
```
! wB97M-V def2-TZVPD RIJCOSX def2/J DEFGRID3
* xyz -1 1
O -0.44089 2.55349 -3.75307
C 0.32495 2.00708 -2.83138
C -0.36643 0.70162 -2.12120
N 0.36688 0.26453 -0.93532
C -0.27514 -0.78297 -0.15447
C 0.71732 -1.54034 0.72066
C 0.79096 -0.77719 2.07044
S -0.54472 -1.12642 3.26803
H 0.46389 2.75767 -1.99556
H 1.32268 1.60010 -3.18100
H -0.49257 -0.00916 -2.92826
H -1.34027 1.16757 -1.89258
H 0.41122 1.12969 -0.40376
H -1.13125 -0.46808 0.45072
H -0.80048 -1.40894 -0.90184
H 1.72519 -1.55022 0.34401
H 0.28740 -2.53873 0.88914
H 1.71711 -0.97454 2.63061
H 0.85916 0.28508 1.83607
H -0.41984 -2.49737 3.43123
*
```

Entry two
A gas-phase ion, C5H12NOS (charge -1). Source: the OMol25 dataset; level of theory: the ωB97M-V functional and the def2-TZVPD basis.

Summary:
LUMO level = 2.8 eV
SMILES = [O-]CNCCCCS
HOMO-LUMO gap = 5.08 eV
HOMO energy = -2.315 eV

The geometry in ORCA input format:
```
! wB97M-V def2-TZVPD RIJCOSX def2/J DEFGRID3
* xyz -1 1
O 3.57757 1.29659 -1.38659
C 2.31224 1.66696 -1.28035
N 1.48905 0.81623 -0.31486
C 0.30361 0.12413 -0.84613
C -0.92000 0.51062 0.00812
C -0.94341 -0.31649 1.31021
C -1.20471 -1.79841 1.16395
S -2.98033 -2.10731 1.05488
H 1.83989 1.59962 -2.26422
H 2.20709 2.70880 -0.79284
H 2.13628 0.20741 0.17694
H 0.48497 -0.93587 -0.77951
H 0.11070 0.45786 -1.84703
H -1.89186 0.44821 -0.47702
H -0.68397 1.55532 0.29291
H -1.45123 0.30481 2.09192
H 0.06401 -0.13039 1.75807
H -0.85430 -2.32823 2.07989
H -0.57823 -2.20498 0.33349
H -3.01736 -1.87487 -0.28185
*
```

How do the energies compare? Relative to the most stable structure, in hartree: entry one 0.0060; entry two 0.0000.

Entry one
A single CH2Cl4P2 molecule. Source: the OMol25 dataset; level of theory: the ωB97M-V functional and the def2-TZVPD basis.

Summary:
LUMO level = 0.1 eV
SMILES = C=P(Cl)(Cl)P(Cl)Cl
HOMO-LUMO gap = 8.87 eV
HOMO energy = -8.748 eV

The geometry in ORCA input format:
```
! wB97M-V def2-TZVPD RIJCOSX def2/J DEFGRID3
* xyz 0 1
C -1.65527 -0.14108 -0.02969
P -0.16109 0.59447 0.14735
Cl 0.77520 1.15919 1.88152
Cl 0.13836 2.21077 -1.01307
P 1.28204 -0.69693 -0.94700
Cl 0.82854 -2.39968 0.00727
Cl 3.06114 0.00092 -0.46196
H -2.60256 0.39072 0.09148
H -1.66636 -1.11839 0.32409
*
```

Entry two
2 unconnected molecules or ions with the total composition CH2Cl4P2. Source: the OMol25 dataset; level of theory: the ωB97M-V functional and the def2-TZVPD basis.

Summary:
LUMO level (alpha / beta) = -2.6 / -2.7 eV
HOMO-LUMO gap (alpha / beta) = 5.94 / 5.77 eV
HOMO energy (alpha / beta) = -8.547 / -8.435 eV

The geometry in ORCA input format:
```
! wB97M-V def2-TZVPD RIJCOSX def2/J DEFGRID3
* xyz 0 1
C 0.91683 0.97776 1.31459
P 0.49692 -0.71919 -1.76715
P 0.15582 -0.33229 0.58767
Cl -0.64971 0.62135 -2.47694
Cl -0.68875 -2.38034 -1.75357
Cl -2.73837 0.87618 -0.51108
Cl 0.56398 -1.95808 1.50266
H 1.61403 0.97434 2.10980
H 0.32924 1.94027 0.99402
*
```

How do the energies compare? Relative to the most stable structure, in hartree: entry one 0.0000; entry two 0.0907.

Entry one
3 unconnected molecules or ions with the total composition C2H3N3O3. Source: the OMol25 dataset; level of theory: the ωB97M-V functional and the def2-TZVPD basis.

Summary:
LUMO level = -0.8 eV
HOMO-LUMO gap = 9.81 eV
HOMO energy = -10.625 eV

The geometry in ORCA input format:
```
! wB97M-V def2-TZVPD RIJCOSX def2/J DEFGRID3
* xyz 0 1
C 1.33312 -0.11096 0.01273
C -0.66959 0.71679 -0.03705
H -1.50697 -1.55975 1.63291
H -3.10051 -1.05717 0.16710
H 0.88316 -1.87739 -0.43194
N -1.73992 -1.36280 0.25862
N -0.74221 -0.57400 -0.54850
N 0.56401 -0.97083 -0.15799
O 2.55164 -0.09401 0.04815
O 0.64684 1.14043 0.30819
O -1.55223 1.60517 -0.11723
*
```

Entry two
2 unconnected molecules or ions with the total composition C2H3N3O3. Source: the OMol25 dataset; level of theory: the ωB97M-V functional and the def2-TZVPD basis.

Summary:
LUMO level = -2.7 eV
HOMO-LUMO gap = 6.42 eV
HOMO energy = -9.160 eV

The geometry in ORCA input format:
```
! wB97M-V def2-TZVPD RIJCOSX def2/J DEFGRID3
* xyz 0 1
C 1.22148 -0.40680 -0.26484
C 0.14569 0.38068 -0.32676
H 2.93889 1.01730 1.48503
H -2.76470 -0.76574 -0.39856
H -1.07197 1.78825 0.00332
N 0.74208 -1.62617 -0.03065
N -0.58116 -1.70189 -0.00652
N -0.92465 -0.41038 -0.17950
O 2.55592 -0.03357 -0.20309
O -2.15167 0.01196 0.03852
O -0.10991 1.74635 -0.11693
*
```

How do the energies compare? Relative to the most stable structure, in hartree: entry one 0.0000; entry two 0.0902.

Entry one
2 unconnected molecules or ions with the total composition C2H3N3O3. Source: the OMol25 dataset; level of theory: the ωB97M-V functional and the def2-TZVPD basis.

Summary:
LUMO level = -0.7 eV
HOMO-LUMO gap = 9.10 eV
HOMO energy = -9.814 eV

The geometry in ORCA input format:
```
! wB97M-V def2-TZVPD RIJCOSX def2/J DEFGRID3
* xyz 0 1
C -1.56805 -0.05199 -0.22734
C 0.03799 1.50676 -0.04566
H 1.07377 -2.16216 -0.47263
H -2.38414 -0.84371 -0.34853
H 2.01844 0.45654 1.42321
N -0.51473 -0.75924 -0.01022
N -1.43038 1.19089 -0.10035
N 0.46055 0.16541 -0.06666
O -0.16896 -1.80576 -0.90406
O 0.62941 2.45699 0.19599
O 1.84610 -0.15372 0.55624
*
```

Entry two
A single C2H3N3O3 molecule. Source: the OMol25 dataset; level of theory: the ωB97M-V functional and the def2-TZVPD basis.

Summary:
LUMO level = 0.0 eV
SMILES = O=c1nc(O)n(O)[nH]1
HOMO-LUMO gap = 9.37 eV
HOMO energy = -9.415 eV

The geometry in ORCA input format:
```
! wB97M-V def2-TZVPD RIJCOSX def2/J DEFGRID3
* xyz 0 1
O 0.66469 0.55927 2.69644
C 0.50814 0.63237 1.47670
N -0.27404 1.54921 0.56635
C -0.65174 0.73070 -0.30746
O -1.25775 1.15471 -1.39348
N 0.01608 -0.53539 -0.25429
O 0.61668 -1.01307 -1.37165
N 0.82777 -0.40645 0.69438
H -1.65803 0.45261 -2.09014
H 0.13760 -1.85808 -1.24365
H 1.07059 -1.26589 1.22678
*
```

How do the energies compare? Relative to the most stable structure, in hartree: entry one 0.1464; entry two 0.0000.